1.
The following is a quantum chemistry calculation of CH4N2O3S as an isolated structure in a non-equilibrium geometry, from the OMol25 dataset.

Output
energy relative to the best compared isomer or geometry (same formula, charge and spin)	540.9	kJ/mol
E_HOMO	-9.343	eV
molar mass	124.12	g mol⁻¹
LUMO energy	0.47	eV

```
! wB97M-V def2-TZVPD RIJCOSX def2/J DEFGRID3
* xyz 0 1
C 1.13 0.54 -0.96
N -1.26 1.24 0.40
N -0.10 -0.95 1.09
O -2.06 -1.05 -0.61
O 0.07 -0.28 -1.36
O 0.35 1.39 0.21
S -1.03 -0.26 -0.10
H 1.91 0.13 -0.41
H 1.40 1.35 -1.61
H -0.01 -0.30 1.86
H -0.40 -1.79 1.48
*
```

Need the natural (NBO) charges? In units of e they are: number 1, C, carries 0.231; number 2, N, carries -0.532; number 3, N, carries -1.061; number 4, O, carries -0.879; number 5, O, carries -0.671; number 6, O, carries -0.555; number 7, S, carries 2.276; number 8, H, carries 0.177; number 9, H, carries 0.195; number 10, H, carries 0.418; number 11, H, carries 0.401

2.
The following is a quantum chemistry calculation of an isolated ion of composition C3H9N2 and charge +1 in a non-equilibrium geometry, from the OMol25 dataset.

Output
energy relative to the best compared isomer or geometry (same formula, charge and spin)	186.4	kJ/mol
E_HOMO	-14.810	eV
SMILES string	C=N[C@H](C)[NH3+]
molar mass	73.12	g mol⁻¹
LUMO energy	-3.51	eV

```
! wB97M-V def2-TZVPD RIJCOSX def2/J DEFGRID3
* xyz 1 1
C 2.16 -0.44 0.33
C -0.73 1.31 0.26
C -0.02 0.00 -0.32
N 0.94 -0.54 0.58
N -1.15 -0.99 -0.37
H 2.80 -1.04 1.03
H 2.73 0.20 -0.50
H -1.89 1.21 0.07
H -0.58 1.45 1.35
H -0.45 2.30 -0.17
H 0.30 0.25 -1.32
H -0.73 -1.96 -0.61
H -1.97 -0.72 -0.92
H -1.40 -1.03 0.60
*
```

Need the natural (NBO) charges? In units of e they are: number 1, C, carries 0.024; number 2, C, carries -0.651; number 3, C, carries 0.078; number 4, N, carries -0.473; number 5, N, carries -0.681; number 6, H, carries 0.212; number 7, H, carries 0.191; number 8, H, carries 0.206; number 9, H, carries 0.255; number 10, H, carries 0.265; number 11, H, carries 0.213; number 12, H, carries 0.462; number 13, H, carries 0.455; number 14, H, carries 0.446

3.
The following is a quantum chemistry calculation of an isolated ion of composition C3HN2OS and charge +1 in a non-equilibrium geometry, from the OMol25 dataset.

Output
energy relative to the best compared isomer or geometry (same formula, charge and spin)	463.1	kJ/mol
E_HOMO	-16.173	eV
molar mass	113.12	g mol⁻¹
LUMO energy	-6.33	eV

```
! wB97M-V def2-TZVPD RIJCOSX def2/J DEFGRID3
* xyz 1 1
C -0.58 1.17 2.06
C -1.29 0.57 0.53
C 0.69 0.52 1.33
N 0.39 0.38 2.70
N -0.08 0.26 0.15
O -2.40 0.70 0.30
S 1.00 2.02 2.21
H 0.08 -0.54 -0.42
*
```

Need the natural (NBO) charges? In units of e they are: number 1, C, carries -0.085; number 2, C, carries 0.813; number 3, C, carries 0.072; number 4, N, carries -0.229; number 5, N, carries -0.566; number 6, O, carries -0.331; number 7, S, carries 0.868; number 8, H, carries 0.458